Computed, not measured: C26H23MoN4O5S3 as an isolated structure, with the ωB97M-V functional and the def2-TZVPD basis.

ORCA input file:
```
! RIJCOSX wB97M-V def2-TZVPD def2/J DEFGRID3
* xyz 0 2
Mo 0.037 -0.330 -0.514
S -0.314 -1.954 -2.365
C -1.551 -0.805 -2.681
N -1.593 0.171 -1.804
C -2.578 1.105 -2.082
C -2.854 2.256 -1.350
C -3.875 3.078 -1.790
C -4.612 2.765 -2.935
C -4.342 1.622 -3.666
C -3.315 0.794 -3.230
S -2.736 -0.697 -3.936
H -2.270 2.480 -0.467
H -4.106 3.980 -1.240
H -5.405 3.426 -3.257
H -4.912 1.383 -4.554
O 2.138 -3.449 -0.858
H 2.180 -3.627 -1.804
H 3.039 -3.558 -0.536
N -0.285 -2.460 0.739
C 0.570 -2.025 1.796
C 0.344 -2.249 3.139
C 1.104 -1.551 4.075
C 2.062 -0.634 3.673
C 2.337 -0.462 2.319
C 1.585 -1.160 1.393
S 2.797 0.504 4.854
O 1.974 0.335 6.043
O 2.577 1.785 4.181
O 4.178 0.107 4.976
H -1.093 -2.977 1.061
H 0.238 -3.037 0.082
H -0.447 -2.919 3.458
H 0.915 -1.657 5.135
H 3.081 0.262 2.015
H 1.841 -1.140 0.311
O -0.730 0.904 0.943
N -0.996 0.731 2.248
C -2.074 0.009 2.599
C -2.424 -0.093 3.923
C -1.651 0.547 4.886
C -0.544 1.278 4.495
C -0.232 1.361 3.151
H -2.611 -0.437 1.775
H -3.294 -0.675 4.190
H -1.900 0.463 5.935
H 0.129 1.741 5.202
H 0.634 1.887 2.777
C 1.134 1.368 -1.201
C 1.604 0.777 -2.468
C 2.697 -0.097 -2.468
C 3.053 -0.791 -3.612
C 2.322 -0.611 -4.780
C 1.260 0.299 -4.811
C 0.912 0.985 -3.671
C 2.669 -1.348 -5.964
N 2.946 -1.937 -6.912
H 0.484 2.234 -1.327
H 1.941 1.617 -0.508
H 3.271 -0.230 -1.557
H 3.896 -1.469 -3.607
H 0.716 0.451 -5.734
H 0.079 1.678 -3.688
*
```

Values from the calculation:
Energy above the lowest of the compared OMol25 structures with the same formula, charge and spin in kJ/mol: 58.70
Electronic energy in eV: -77892.7618
⟨S²⟩: 0.7559